1.
The following is a DFT calculation (ωB97M-V with the def2-TZVPD basis set) of a cluster of 13 separate species, C40H105NO18 in total.

The geometry in XYZ format:
```
164
C40H105NO18, DFT ωB97M-V with the def2-TZVPD basis set
O -12.29444 -6.99135 -14.48151
O -11.68284 -2.95042 -22.47344
O -14.07140 0.65231 -12.38952
O -12.78730 -1.62899 -13.77112
O -14.09987 -4.86955 -15.33524
O -16.28241 1.19694 -14.13345
O -16.49473 0.35185 -19.45807
O -15.45586 -7.44149 -15.60653
O -9.57956 -1.92798 -20.85091
O -18.10830 -1.19597 -17.73132
O -15.31154 2.95678 -18.95854
O -17.92654 -6.86969 -19.56633
O -17.94178 0.58101 -22.85537
O -12.18514 -0.49898 -21.34399
O -14.70337 1.84869 -16.19595
O -17.89682 -4.10667 -18.86628
O -9.99270 -2.88812 -18.18431
O -12.69968 -3.34870 -17.30605
N -17.40575 -0.43601 -23.70303
C -10.51383 -4.29947 -24.12915
C -13.77062 -2.46861 -17.77587
C -17.72290 -1.81423 -23.19364
C -15.94965 -9.11726 -17.32469
C -11.34591 -1.77067 -13.87060
C -17.77098 -8.33837 -21.34478
C -19.02863 -3.36617 -18.36587
C -7.95358 -3.86509 -18.88043
C -16.18758 1.23684 -24.90058
C -17.27221 -2.75024 -24.33054
C -15.95259 -0.15067 -13.77927
C -15.53896 -1.14973 -25.21192
C -13.45998 -4.86399 -14.07276
C -10.63911 -1.09016 -12.71031
C -10.83266 -1.13854 -15.23153
C -13.21701 3.51829 -15.27813
C -14.72979 1.97415 -19.84121
C -14.54005 -3.26211 -18.84508
C -12.20040 -5.26255 -22.48876
C -17.55315 -6.93329 -20.95566
C -11.22371 -0.18057 -20.32420
C -12.17838 -5.60737 -14.11794
C -15.27791 -7.80810 -16.97452
C -15.25035 -0.08143 -12.37830
C -16.02165 -0.11354 -24.21527
C -14.56466 -1.89767 -16.60354
C -12.27996 1.51896 -16.66008
C -15.03066 0.02912 -23.12113
C -18.50206 -2.44811 -17.17880
C -9.88989 -5.29247 -17.99630
C -15.82859 -2.53872 -24.75236
C -13.32830 2.00322 -15.68028
C -13.72563 -7.90806 -17.31039
C -16.13323 -6.48744 -21.10211
C -15.03045 0.54645 -19.39827
C -9.79493 -0.56436 -20.69590
C -9.10006 -4.02853 -17.90659
C -17.27001 -2.24304 -21.80515
C -11.80493 -4.07637 -23.33934
C -19.23825 -1.86021 -23.09456
H -18.11568 -8.47963 -22.33395
H -13.23292 -1.66672 -18.31335
H -15.97421 -5.43011 -20.81919
H -19.69591 -1.25723 -23.93037
H -13.49195 -7.93101 -18.38996
H -10.03985 -3.34542 -24.34773
H -13.14123 1.41857 -14.77114
H -15.89978 -9.31736 -18.40723
H -12.01425 -1.32235 -21.85610
H -13.89943 -3.91735 -19.41118
H -14.52455 -5.73964 -15.45168
H -15.11307 0.90848 -22.52054
H -9.25727 -6.19327 -17.81240
H -9.53105 -0.03333 -21.64233
H -14.09483 -5.35166 -13.33802
H -13.23384 -7.00405 -16.88956
H -11.51409 -5.47849 -13.23381
H -15.14270 -2.69188 -16.09373
H -19.29876 -2.21122 -16.49170
H -17.73089 -2.96021 -16.64467
H -17.20935 -1.34310 -21.11002
H -18.19946 -6.26420 -21.49186
H -11.60649 -5.18530 -14.93170
H -12.32377 2.13547 -17.57820
H -10.47914 -5.36459 -18.89909
H -16.99415 1.32865 -25.66949
H -17.90850 -3.01404 -21.31837
H -7.15144 -4.58393 -18.82994
H -8.26677 -3.91274 -19.96214
H -15.11453 2.16666 -20.86113
H -9.69317 -1.56715 -12.61722
H -16.36993 -7.35559 -15.34021
H -15.68794 -3.32224 -25.57922
H -10.60852 -4.89264 -25.06000
H -16.82084 -0.31940 -18.80119
H -15.08488 -0.81307 -22.45750
H -9.20576 -0.18164 -19.80346
H -19.57956 -1.40636 -22.14636
H -10.96079 -0.06129 -15.13048
H -19.66137 -2.84241 -23.23292
H -11.14588 -1.65011 -16.13845
H -11.29569 1.62332 -16.27407
H -17.89412 -2.49145 -25.17708
H -16.79871 -0.77465 -13.51254
H -15.05804 -1.01711 -11.87917
H -13.16735 -4.98491 -22.03972
H -9.73417 -4.81158 -23.49722
H -13.81625 -1.61222 -15.89906
H -17.50231 -3.66663 -19.63080
H -11.50226 -5.48642 -21.68605
H -14.72625 0.38571 -18.39647
H -9.70320 -2.36881 -19.96825
H -13.63138 2.22084 -19.82249
H -11.18129 -2.83159 -13.88301
H -15.82051 -6.58651 -22.09898
H -15.39693 -0.71043 -14.54536
H -17.31140 -3.77007 -23.99264
H -13.30406 -8.79555 -16.94395
H -17.97180 -5.91177 -19.34411
H -12.97074 -7.30411 -13.89461
H -11.37435 0.89186 -20.20564
H -14.22384 1.40005 -12.97610
H -11.54169 -0.64301 -19.37173
H -15.56994 -9.97762 -16.80918
H -12.99214 -0.94076 -13.09727
H -15.43827 -7.06883 -20.44889
H -12.22066 3.78743 -14.89843
H -15.76157 -7.07920 -17.68235
H -10.40792 -0.02812 -12.96366
H -14.54020 -0.88301 -25.43840
H -15.27685 1.46822 -25.44765
H -9.74585 -1.28963 -15.15768
H -16.42247 2.05056 -24.18742
H -19.73693 -4.08639 -18.01770
H -12.41598 0.40471 -16.82038
H -14.44322 -0.17282 -20.01027
H -14.77690 2.35735 -17.06006
H -12.44076 -6.18044 -23.06236
H -11.19420 -1.11609 -11.79312
H -15.24753 -3.97288 -18.35147
H -13.37801 -3.84662 -13.68883
H -12.62351 -3.80824 -24.00828
H -10.61443 -5.19652 -17.16857
H -13.99639 3.77156 -14.55758
H -17.01127 -9.04745 -17.09070
H -16.89495 -8.98688 -21.24253
H -16.20656 2.62635 -18.70802
H -8.78314 -3.81501 -16.86513
H -10.91016 -3.12258 -18.00175
H -15.81690 1.47702 -14.94367
H -15.25075 -1.04655 -16.77648
H -10.78399 -2.72749 -22.13104
H -17.40987 0.55535 -22.04025
H -15.15744 -2.64903 -19.53758
H -13.11880 -3.90398 -16.63757
H -16.12787 -0.98551 -26.08805
H -7.51949 -2.92248 -18.74094
H -18.61289 -8.71734 -20.68042
H -15.16215 -2.82893 -23.94200
H -16.01401 0.45644 -11.75556
H -19.53314 -2.77849 -19.13903
H -18.86313 -0.63507 -17.58926
H -13.38122 3.99252 -16.24674
H -14.00894 0.05055 -23.52644
H -16.22373 -2.57158 -21.72866
```

Results
- HOMO-LUMO gap (Ha) = 0.3215
- multiplicity = 1
- HOMO level (eV) = -8.4

2.
The following is a DFT calculation (ωB97M-V with the def2-TZVPD basis set) of a cluster of 10 separate species, C40H106N6O16 in total.

The geometry in XYZ format:
```
168
C40H106N6O16, DFT ωB97M-V with the def2-TZVPD basis set
O 4.64460 -8.05594 -1.42590
O -3.41577 2.37743 1.74362
O -3.36035 5.75376 5.22339
O 1.55270 2.78317 6.14555
O -2.48623 0.83406 -3.17679
O 3.11685 6.82722 -7.13498
O -0.86505 0.01352 -0.03796
O 0.68852 -4.16061 2.02630
O -7.89445 -1.85412 -5.42908
O -2.55062 -2.52239 0.90076
O -1.38801 -6.50440 4.18365
O 1.25988 -4.24901 -2.94627
O 1.99975 4.06170 -2.08504
O 5.11198 1.94011 4.66960
O -2.36856 -1.69893 -2.18126
O 3.41056 -1.54248 0.17429
N 2.95875 -7.03665 -3.60244
N -4.61458 -0.14868 -5.24047
N 2.40340 2.32616 3.25722
N 2.16475 6.38384 -3.47537
N 0.15578 -3.85083 5.05589
N -2.26382 5.01793 2.43984
C -1.55669 5.74563 3.53981
C 1.59670 2.50493 7.49166
C 1.61235 -3.84881 1.02609
C 2.28321 -4.55274 -3.86830
C -0.46708 -4.94072 5.85797
C 5.11217 -6.90739 -0.63524
C -2.61545 6.54698 4.30136
C 0.99709 1.71841 5.29313
C 4.24093 0.90665 4.34532
C -0.46664 -6.41477 5.24611
C -9.31364 -1.62411 -5.05818
C 1.13960 1.96195 3.80353
C -1.23956 1.46984 -2.99890
C -5.64990 -1.22051 -5.24012
C -3.56978 -2.92812 1.90038
C 0.41615 0.02934 0.47806
C 3.01988 5.07240 -1.71161
C 5.05930 -8.05156 -2.75728
C 3.34911 5.89653 -2.91413
C 3.32474 1.16539 3.18634
C 2.12644 -6.02121 -4.30306
C -4.02639 6.63639 6.18648
C -1.36687 -7.60888 3.28966
C 2.34009 7.15627 -4.70946
C 6.15523 2.25627 3.82695
C 4.38698 -6.88121 -3.53543
C 2.03253 7.30943 -7.93924
C 2.51986 6.21857 -6.01626
C -1.56018 3.91639 1.76044
C -0.72659 -3.44953 3.98687
C -3.44225 1.61495 -3.87526
C -2.52719 3.10266 0.88721
C -3.21439 1.07194 2.28115
C -3.12953 -2.74262 -2.76640
C 0.12724 -3.02415 2.78615
C 3.93853 -0.30767 -0.12382
C -7.12157 -0.65208 -5.32461
C 1.15592 -2.85739 -2.72693
C -4.74486 0.94036 -4.26554
C 1.23011 3.66313 -0.99008
H -1.43344 -4.57656 6.20673
H -1.16481 -0.82560 -0.39522
H -1.39735 -2.73434 4.46300
H 3.36562 0.53639 0.26015
H 3.93769 6.76026 -2.60486
H 2.13284 -4.62390 0.46358
H 2.40197 7.69073 -8.89119
H 0.71525 1.16335 3.19501
H 3.23006 5.45746 -5.69311
H -1.15061 3.17443 2.44590
H -2.07064 -7.35681 2.49640
H 6.83845 1.42066 3.67507
H -3.00361 2.14838 -4.71855
H -4.93218 6.13389 6.52581
H 1.07619 -3.38182 0.19992
H -0.74973 4.42687 1.24018
H 6.12798 -7.83806 -2.77849
H 5.94017 -6.34347 -1.06478
H 3.93638 4.53195 -1.47489
H -3.93404 -2.40509 -3.41981
H 3.76332 0.54012 5.25397
H -9.58131 -1.46205 -4.01406
H 1.38926 7.65259 -4.90356
H 1.64269 8.13444 -7.34302
H -5.52617 1.67504 -4.46018
H 2.10810 3.30455 8.02754
H -2.49774 -3.28431 -3.47032
H -0.87469 -7.06642 6.01874
H -0.75663 0.86976 -2.22768
H 4.80401 -0.30865 0.53877
H 0.08305 -4.93791 6.79895
H -0.06558 1.64329 5.52373
H -3.28309 7.16099 3.69692
H 4.88047 -9.05872 -3.13377
H -4.54629 -2.94594 1.41641
H -5.09664 0.56591 -3.30423
H -1.39547 2.46481 -2.58196
H 1.59440 5.66780 -6.18441
H -1.00341 5.08767 4.20993
H 0.57691 -0.90281 1.01968
H 0.36155 -2.76570 -1.98621
H -0.32101 -2.27240 2.13650
H 3.90117 5.20243 -3.54782
H -7.31171 -0.03716 -4.44494
H -4.20672 7.61883 5.75015
H -1.32553 -4.26730 3.58610
H 1.87573 -2.24673 -2.18189
H 2.64783 -7.23825 -2.66288
H -3.36273 7.01876 6.96202
H 6.76265 2.94983 4.40842
H 2.82856 3.02563 3.84889
H 4.26869 -0.21290 -1.15827
H -0.78235 6.23503 2.94907
H -0.38673 -7.58584 2.81333
H 5.78066 2.79345 2.95561
H 0.75821 0.87930 1.06852
H -1.71472 -8.55716 3.69938
H 1.88886 1.49457 7.77789
H 3.04578 7.96008 -4.49970
H -2.24748 0.79791 2.70314
H 2.62359 5.69270 -0.90768
H 2.31491 -6.17241 -5.36594
H 0.56645 -6.60579 4.95572
H -9.71067 -0.76900 -5.60523
H -3.93990 1.03008 3.09355
H -1.92461 7.18795 4.84908
H -2.36793 -0.89753 -2.70980
H 4.74881 -6.81373 -4.56141
H 1.06058 -6.24813 -4.32674
H 1.01923 -2.30156 -3.65454
H -3.54398 -2.11407 2.62479
H -5.64282 -1.83980 -4.34317
H 0.86574 4.57276 -0.51267
H -5.52356 -1.92492 -6.06229
H -0.55411 1.54716 -3.84287
H 0.93309 -4.22364 4.52966
H 1.91661 3.13972 -0.32460
H -3.58823 2.40376 -3.13732
H 4.84133 0.07012 3.98778
H -3.44327 0.33659 1.50980
H 4.31299 -6.17008 -0.55921
H 1.14520 6.69297 -8.08315
H -3.18997 4.79309 2.77420
H -7.35280 0.00084 -6.16623
H -9.90280 -2.53301 -5.18027
H 1.43399 0.72218 5.36214
H -3.13907 3.79259 0.30610
H 2.79455 0.25012 2.92315
H 0.53720 2.39835 7.72448
H 3.32809 -4.44086 -3.57879
H 4.68855 -5.93053 -3.09570
H 1.95746 -3.98090 -4.73720
H 3.76962 -1.90855 0.98587
H 0.52846 2.86010 -1.21578
H 0.43554 2.76853 3.59906
H -3.50832 -3.42631 -2.00666
H -2.02842 2.46298 0.15908
H 1.02892 -0.27508 -0.37044
H -3.03599 -2.53833 0.07265
H 3.96501 1.42889 2.34449
H 1.67409 5.51587 -3.63653
H 5.64846 -7.17977 0.27378
H -3.68764 -0.47453 -5.00659
H 2.29132 -3.10855 1.44930
H -3.43916 -3.95244 2.24937
H 0.86562 -2.35492 3.22775
```

Results
- HOMO-LUMO gap (alpha / beta) (Ha) = 0.2597 / 0.0564
- multiplicity = 2
- HOMO level (alpha / beta) (eV) = -9.6 / -9.6
- charge = +1
- ΔE to the lowest compared entry with this formula, charge and spin (kJ/mol) = 408.3